Record 1
The following is a DFT calculation (ωB97M-V/def2-TZVPD) of an isolated molecule of C2H4N4 at a distorted geometry.

Each line ends with the natural charge from an NBO analysis.
Geometry (Å):
N1 2.7074 -0.1823 -0.3572  0.052
N2 0.4244 -1.2104 -0.4218  -0.223
C1 0.8606 1.0486 0.2495  -0.099
H1 0.3133 1.9462 0.5836  0.177
N3 2.1454 -1.1509 -0.5979  0.008
H2 -1.7951 0.6288 -0.5768  0.223
C2 -1.3932 -0.1092 0.1135  -0.388
H3 -1.7767 -1.1022 -0.1473  0.249
N4 0.1393 0.0220 0.0013  -0.221
H4 -1.6253 0.1096 1.1529  0.222

Summary:
Largest force on an atom (eV/Å): 1.98
Calculated total energy (Ha): -297.40815
Energy above the lowest of the compared OMol25 structures with the same formula, charge and spin (kJ/mol): 620.03

=====

Record 2
The following is a DFT calculation (ωB97M-V/def2-TZVPD) of a structure of composition C3H7NO3 at a distorted geometry.

Each line ends with the natural charge from an NBO analysis.
Geometry (Å):
H1 0.9614 -2.0916 0.7500  0.498
H2 0.7142 0.2498 -1.0361  0.241
C1 0.4279 -0.2913 0.8953  0.105
H3 1.8755 2.3714 0.3306  0.489
H4 -0.2395 0.2383 1.5774  0.175
C2 -0.1934 -0.6375 -0.5525  0.312
H5 -1.7921 0.0126 -1.8317  0.229
O1 1.0707 1.8776 0.5528  -0.523
H6 -1.4201 1.1626 -0.5135  0.223
O2 -0.0034 -1.8212 -0.9197  -0.603
O3 1.0017 -1.4058 1.4519  -0.691
N1 1.3810 0.5802 0.2472  -0.042
C3 -1.5097 0.1124 -0.7855  -0.652
H7 -2.2742 -0.3577 -0.1663  0.240

Summary:
Largest force on an atom (eV/Å): 4.20
Calculated total energy (Ha): -398.80381
Energy above the lowest of the compared OMol25 structures with the same formula, charge and spin (kJ/mol): 613.96

=====

Record 3
The following is a DFT calculation (ωB97M-V/def2-TZVPD) of a structure of composition C5H10Al2Cl3F3IO3P at a distorted geometry.

Each line ends with the natural charge from an NBO analysis.
Geometry (Å):
Al1 1.3530 1.0485 2.4293  0.837
C1 0.5741 -2.3176 -3.0880  -0.081
O1 -0.1235 -1.0876 -2.6455  -0.418
C2 -1.4063 -1.0786 -2.6110  0.716
C3 -2.5858 2.3308 5.3195  -0.285
Cl1 -1.9892 3.5877 4.2360  0.019
Cl2 -1.6535 0.8321 5.1220  -0.009
H1 1.9927 1.5490 1.0485  -0.284
F1 -1.7582 0.3397 -0.7231  -0.274
H2 -0.3763 -2.5467 -5.0228  0.199
O2 4.5593 2.1877 3.6063  -0.960
H3 0.0900 -3.1689 -2.6130  0.218
I1 4.9942 -0.8230 2.9643  0.278
F2 -1.3537 1.2920 -2.6232  -0.282
H4 5.1482 2.3957 2.8569  0.569
H5 0.5809 2.1312 3.2445  -0.303
P1 3.7002 0.8975 3.7133  1.166
C4 0.6168 -2.4194 -4.5893  -0.643
H6 0.8683 -0.4477 2.5689  -0.315
Al2 -2.9761 -0.9883 -4.7560  0.960
H7 1.0730 -1.5332 -5.0298  0.237
Cl3 -4.2940 2.0319 5.0663  0.050
H8 1.5682 -2.2052 -2.6670  0.223
C5 -1.9427 0.2688 -2.0258  0.903
H9 1.2097 -3.2907 -4.8655  0.264
F3 -3.2562 0.3170 -2.2860  -0.308
O3 -2.1717 -1.9730 -2.9669  -0.712
H10 -2.4414 2.6702 6.3371  0.237

Summary:
Largest force on an atom (eV/Å): 2.23
Calculated total energy (Ha): -3225.66009
Energy above the lowest of the compared OMol25 structures with the same formula, charge and spin (kJ/mol): 0.00
Total charge: +2

=====

Q: What is the largest force on an atom in the third record?
A: 2.23 eV/Å